# 1
A structure of composition C34H32BF3MnN7O4PS3. Source: the Open Molecules 2025 dataset; level of theory: ωB97M-V/def2-TZVPD.

XYZ file:
```
86
C34H32BF3MnN7O4PS3 | the Open Molecules 2025 dataset | ωB97M-V/def2-TZVPD
Mn 1.3781 -1.4175 0.9027
C 3.1920 3.4637 -1.1737
N 2.0629 3.9827 -0.4116
C 2.1566 4.8526 0.6502
C 0.8949 5.0552 1.0953
N 0.0369 4.3182 0.3117
B -1.5144 4.3611 0.5422
N -2.1034 2.9227 0.9327
C -3.4541 2.7293 0.8661
C -3.7580 1.5853 1.5384
N -2.5820 1.0721 2.0020
C -2.4619 -0.1094 2.8835
C -1.5841 1.8968 1.6080
S 0.0902 1.7544 2.0380
C 0.7708 3.6660 -0.5893
S 1.0498 0.8597 0.4323
H 4.1032 3.8872 -0.7625
H 3.1155 3.7560 -2.2194
H 3.2366 2.3783 -1.0872
H 3.0971 5.2661 0.9681
H 0.5263 5.6761 1.8912
H -1.7025 5.0865 1.4760
H -2.1028 4.7043 -0.4369
H -4.0977 3.4374 0.3737
H -4.7075 1.1193 1.7368
H -3.8034 -1.4977 2.6189
H -3.0052 0.1214 3.8000
H -1.4031 -0.2378 3.0894
N 6.4174 -0.5647 6.3203
C 5.6569 -0.6893 5.4703
C 4.7104 -0.8356 4.3980
C 4.2027 -2.0806 4.0574
C 3.2872 -2.1665 3.0250
N 2.8663 -1.0979 2.3308
C 3.3846 0.0946 2.6543
C 4.2935 0.2763 3.6740
H 4.5057 -2.9727 4.5860
H 2.8707 -3.1186 2.7335
H 3.0655 0.9434 2.0650
H 4.6740 1.2615 3.9007
N 3.5313 -1.5591 -1.2797
C 2.7182 -1.5043 -0.4553
H 4.2515 -1.7406 -1.9495
O -0.1820 -1.8590 -0.2951
P -0.8883 -1.3511 -1.5257
C -0.9838 0.4468 -1.5117
C -2.0591 1.0482 -2.0366
C -2.0883 2.4618 -2.3857
C -1.0152 3.2202 -2.2178
C 0.2857 2.7164 -1.6438
C 0.2927 1.2036 -1.2236
C 0.0384 -1.7759 -2.9997
C 0.8769 -2.8881 -2.9414
C 1.5591 -3.2960 -4.0787
C 1.4086 -2.5953 -5.2674
C 0.5720 -1.4867 -5.3294
C -0.1161 -1.0776 -4.1986
C -2.5411 -1.9928 -1.6836
C -3.4511 -1.7578 -0.6494
C -4.7306 -2.2762 -0.7311
C -5.1054 -3.0322 -1.8368
C -4.2012 -3.2755 -2.8594
C -2.9158 -2.7586 -2.7863
H -2.9300 0.4505 -2.2788
H -2.9872 2.8737 -2.8236
H -1.0210 4.2636 -2.5070
H 1.0112 2.8034 -2.4596
H 1.0902 0.7076 -1.7940
H 0.9756 -3.4385 -2.0130
H 2.1965 -4.1696 -4.0413
H 1.9373 -2.9189 -6.1542
H 0.4499 -0.9511 -6.2612
H -0.7792 -0.2218 -4.2534
H -3.1477 -1.1913 0.2238
H -5.4399 -2.1014 0.0670
H -6.1061 -3.4390 -1.8960
H -4.4936 -3.8715 -3.7129
H -2.2114 -2.9560 -3.5835
F 0.3225 -2.7235 4.7747
C 0.1508 -3.7077 3.8943
F 1.2224 -4.4937 3.9151
F -0.9187 -4.4186 4.2428
S -0.1589 -3.0053 2.1510
O -2.9513 -1.2452 2.2488
O 1.1586 -3.3476 1.4484
O 0.0076 -1.5083 2.4077
```

Gap between HOMO and LUMO (alpha / beta)   8.078 / 7.735 eV
Spin multiplicity   2
E_LUMO (alpha / beta)   -5.65 / -5.65 eV
Net charge   +2
Energy above the lowest of the compared OMol25 structures with the same formula, charge and spin   119.49 kJ/mol
Electronic energy   -5010.029087 Ha
Highest occupied orbital energy (alpha / beta)   -13.73 / -13.38 eV

# 2
A structure of composition C34H32BiN4O6S3Sb2. Source: the Open Molecules 2025 dataset; level of theory: ωB97M-V/def2-TZVPD.

XYZ file:
```
82
C34H32BiN4O6S3Sb2 | the Open Molecules 2025 dataset | ωB97M-V/def2-TZVPD
Bi -0.4857 -1.1917 -0.2104
C 3.3929 -2.1507 3.4377
Sb 2.4386 -0.8299 2.0397
C 1.2747 0.2090 3.5028
C 4.0595 0.6451 1.9767
C 5.0192 0.3061 0.8817
C 5.9667 -0.6944 1.1079
C 6.8298 -1.1268 0.1152
C 6.7595 -0.5515 -1.1448
C 5.8377 0.4549 -1.3799
C 4.9630 0.9052 -0.3897
C 3.9999 2.0023 -0.7232
Sb 1.9419 1.3214 -1.0042
C 2.4495 -0.2880 -2.3326
C 1.4026 2.6961 -2.5592
H 3.7908 -1.5850 4.2806
H 4.1960 -2.7044 2.9531
H 2.6401 -2.8550 3.7901
H 1.8982 0.4867 4.3534
H 0.4664 -0.4490 3.8226
H 0.8405 1.0966 3.0447
H 4.5463 0.6211 2.9531
H 3.5953 1.6225 1.8499
H 6.0153 -1.1454 2.0934
H 7.5493 -1.9084 0.3243
H 7.4210 -0.8776 -1.9374
H 5.7915 0.9172 -2.3599
H 4.2958 2.4903 -1.6525
H 3.9692 2.7626 0.0592
H 3.1435 0.0601 -3.0977
H 1.5434 -0.6561 -2.8178
H 2.9131 -1.1020 -1.7751
H 2.2888 3.0842 -3.0615
H 0.8148 3.5163 -2.1532
H 0.7797 2.1649 -3.2776
O -2.5649 -0.0628 -6.1420
C -2.1411 -0.2879 -5.0411
C -1.8006 -1.6627 -4.4641
O -1.9059 -2.7237 -5.0354
C -1.3169 -1.3974 -3.1031
C -1.4016 -0.0398 -2.8027
O -1.0615 0.4228 -1.6294
C -1.8676 0.7418 -3.9449
O -1.9911 1.9428 -4.0461
O -0.8703 -2.2548 -2.2462
O -1.0956 0.2365 1.2885
C -2.2367 0.7887 1.6283
C -2.2100 2.0703 2.2100
C -3.3565 2.6691 2.6779
C -4.5858 2.0165 2.5837
C -4.6382 0.7816 1.9765
C -3.4874 0.1560 1.4782
C -3.6161 -1.0986 0.7465
N -2.7138 -1.6826 -0.0430
C -3.3062 -2.7854 -0.6255
C -4.5783 -2.8727 -0.1752
N -4.7633 -1.8046 0.6708
H -1.2460 2.5580 2.2830
H -3.3004 3.6527 3.1289
H -5.4880 2.4753 2.9635
H -5.6014 0.2979 1.8725
H -2.7630 -3.4047 -1.3176
H -5.3525 -3.5939 -0.3612
H -5.5258 -1.7158 1.3295
S -5.6471 -2.4350 3.7751
C -3.9719 -2.5116 3.6856
S -3.1394 -3.6531 2.6922
C -1.6223 -2.8202 2.9566
N -1.7301 -1.8631 3.8227
N -3.0382 -1.7225 4.2504
C -3.2632 -0.6659 5.1854
C -4.2238 -0.7866 6.1801
C -4.4012 0.2539 7.0788
C -3.6229 1.3994 6.9944
C -2.6507 1.4962 6.0095
C -2.4625 0.4640 5.1057
S -0.2201 -3.2532 2.0673
H -4.8275 -1.6780 6.2441
H -5.1529 0.1625 7.8524
H -3.7689 2.2093 7.6979
H -2.0331 2.3823 5.9354
H -1.7040 0.5246 4.3401
```

Gap between HOMO and LUMO   7.634 eV
E_LUMO   2.14 eV
Net charge   -1
Energy above the lowest of the compared OMol25 structures with the same formula, charge and spin   2.25 kJ/mol
Electronic energy   -3875.082969 Ha
Highest occupied orbital energy   -5.49 eV

# 3
A structure of composition C34H32BrCsN5O4. Source: the Open Molecules 2025 dataset; level of theory: ωB97M-V/def2-TZVPD.

XYZ file:
```
77
C34H32BrCsN5O4 | the Open Molecules 2025 dataset | ωB97M-V/def2-TZVPD
Cs -0.1905 -2.2641 -0.0125
C 1.0021 6.7531 0.6560
O 1.2689 5.3780 0.4804
C 2.0296 5.0249 -0.6052
C 2.5908 5.9228 -1.4926
C 3.3387 5.4578 -2.5756
C 3.4996 4.0989 -2.7578
C 2.9291 3.1907 -1.8691
C 2.1970 3.6362 -0.7740
N 1.6018 2.8042 0.1605
C 1.5658 1.3844 0.0966
N 2.8064 0.8611 0.1279
C 3.3859 -0.4527 -0.0356
C 2.6564 -1.6351 -0.1317
C 3.4548 -2.7859 -0.2778
C 4.8460 -2.7751 -0.3258
C 5.5260 -1.5656 -0.2252
C 4.7872 -0.4085 -0.0738
O 5.4268 0.8341 0.0165
C 6.2687 0.9612 1.1484
N 0.4463 0.7450 0.0246
C -0.7614 1.4449 -0.0387
C -1.5727 1.3249 -1.1636
C -2.8282 1.9191 -1.2373
C -3.3043 2.6514 -0.1666
C -2.5195 2.7909 0.9766
C -1.2680 2.1954 1.0414
O -0.4361 2.2969 2.1250
C -0.8862 3.0579 3.2263
H 0.3745 6.8368 1.5393
H 0.4711 7.1687 -0.2046
H 1.9226 7.3211 0.8155
H 2.4552 6.9861 -1.3542
H 3.7810 6.1660 -3.2649
H 4.0726 3.7264 -3.5975
H 3.0570 2.1265 -2.0202
H 0.9200 3.2286 0.7660
H 3.5228 1.5643 0.2239
H 2.9642 -3.7590 -0.3540
H 5.4067 -3.6978 -0.4455
H 6.6080 -1.5171 -0.2739
H 7.1564 0.3285 1.0651
H 5.7353 0.6909 2.0653
H 6.5825 2.0039 1.2039
H -1.1890 0.7417 -1.9933
H -3.4291 1.8037 -2.1314
H -4.2802 3.1185 -0.2060
H -2.8959 3.3667 1.8097
H -0.0893 3.0264 3.9642
H -1.7966 2.6347 3.6595
H -1.0759 4.0976 2.9441
N -8.1555 -2.4321 0.9872
C -7.4701 -2.0825 -0.1427
O -8.0444 -1.7437 -1.1546
C -5.9661 -2.0778 -0.0549
C -5.2559 -1.7338 -1.1899
C -3.8711 -1.7364 -1.1389
N -3.1740 -2.0426 -0.0480
C -3.8629 -2.3724 1.0376
C -5.2495 -2.4043 1.0850
H -9.1398 -2.5906 0.8457
H -7.7117 -2.9844 1.6992
H -5.7891 -1.4784 -2.0952
H -3.2882 -1.4737 -2.0156
H -3.2803 -2.6289 1.9165
H -5.7299 -2.6734 2.0166
Br -0.1963 -10.1221 -0.2942
C -0.1945 -8.1995 -0.2395
C -0.5176 -7.4878 -1.3785
C -0.5138 -6.0917 -1.3059
C -0.2004 -5.3419 -0.1525
C 0.1186 -6.1568 0.9533
C 0.1285 -7.5556 0.9395
H -0.7646 -8.0086 -2.2973
H -0.7750 -5.5708 -2.2303
H 0.3856 -5.6916 1.9050
H 0.3832 -8.1287 1.8243
```

Gap between HOMO and LUMO   5.113 eV
E_LUMO   1.71 eV
Net charge   -1
Energy above the lowest of the compared OMol25 structures with the same formula, charge and spin   58.21 kJ/mol
Electronic energy   -4483.644095 Ha
Highest occupied orbital energy   -3.40 eV

# 4
A structure of composition C34H32BrCuN2O2P2S. Source: the Open Molecules 2025 dataset; level of theory: ωB97M-V/def2-TZVPD.

XYZ file:
```
75
C34H32BrCuN2O2P2S | the Open Molecules 2025 dataset | ωB97M-V/def2-TZVPD
Cu 1.0158 -1.8629 1.4545
Br 3.4321 -2.1721 -1.5454
C 4.1387 -2.0826 0.2140
C 5.5116 -2.0432 0.3657
C 6.0089 -1.9737 1.6583
C 5.1243 -1.9613 2.7221
C 3.7659 -2.0260 2.4619
N 3.2764 -2.0719 1.2104
C 2.7704 -2.0521 3.6329
O 3.2519 -2.0606 4.7586
O 1.5379 -2.0586 3.3016
H 6.1578 -2.0649 -0.4979
H 7.0794 -1.9409 1.8245
H 5.4390 -1.9105 3.7550
C -2.0041 2.3714 -4.2162
S -2.1642 3.4901 -2.8068
C -3.1306 2.4587 -1.6586
C -2.2949 1.7440 -0.6008
C -1.2880 0.7817 -1.2135
N -0.4998 0.0535 -0.2090
P -0.8122 -1.5628 0.1917
C -2.5704 -1.5285 0.6457
C -2.8820 -1.3282 1.9917
C -4.2014 -1.1590 2.3887
C -5.2175 -1.1966 1.4428
C -4.9144 -1.4201 0.1046
C -3.5954 -1.5917 -0.2939
C -0.8188 -2.5009 -1.3759
C -1.4135 -3.7617 -1.4264
C -1.2959 -4.5486 -2.5621
C -0.5731 -4.0904 -3.6573
C 0.0213 -2.8377 -3.6167
C -0.1001 -2.0468 -2.4788
P 1.1075 0.4773 0.3379
C 0.7950 1.1127 2.0294
C -0.4684 1.3694 2.5521
C -0.6073 1.7979 3.8680
C 0.5140 1.9671 4.6684
C 1.7788 1.7155 4.1513
C 1.9158 1.2898 2.8401
C 1.4084 2.0337 -0.5816
C 2.0714 1.9240 -1.8070
C 2.3197 3.0509 -2.5815
C 1.9213 4.3010 -2.1263
C 1.2797 4.4213 -0.9006
C 1.0251 3.2949 -0.1295
H -1.5220 2.9388 -5.0115
H -2.9861 2.0484 -4.5592
H -1.3890 1.5040 -3.9766
H -3.7017 1.7423 -2.2555
H -3.8435 3.1320 -1.1825
H -2.9646 1.1925 0.0676
H -1.7598 2.4834 -0.0002
H -0.6197 1.3496 -1.8591
H -1.8110 0.0575 -1.8436
H -2.0812 -1.3058 2.7256
H -4.4362 -1.0066 3.4360
H -6.2481 -1.0619 1.7489
H -5.7082 -1.4645 -0.6307
H -3.3695 -1.7754 -1.3375
H -1.9730 -4.1292 -0.5725
H -1.7688 -5.5221 -2.5942
H -0.4708 -4.7124 -4.5391
H 0.5916 -2.4749 -4.4652
H 0.3688 -1.0680 -2.4433
H -1.3454 1.2219 1.9317
H -1.5953 1.9970 4.2677
H 0.4027 2.2774 5.6996
H 2.6538 1.8278 4.7781
H 2.9046 1.0695 2.4457
H 2.3997 0.9446 -2.1480
H 2.8323 2.9535 -3.5320
H 2.1166 5.1835 -2.7236
H 0.9723 5.3975 -0.5445
H 0.5351 3.3988 0.8318
```

Gap between HOMO and LUMO   8.128 eV
E_LUMO   0.28 eV
Electronic energy   -6870.293313 Ha
Highest occupied orbital energy   -7.85 eV

# 5
A structure of composition C34H32ClN3O4RuTe. Source: the Open Molecules 2025 dataset; level of theory: ωB97M-V/def2-TZVPD.

XYZ file:
```
76
C34H32ClN3O4RuTe | the Open Molecules 2025 dataset | ωB97M-V/def2-TZVPD
Ru -0.0897 -0.7593 -1.0836
C -2.5447 1.2961 -4.1290
O -1.7151 0.2340 -4.7163
C -1.0518 -0.3052 -3.7225
N -1.2706 0.1325 -2.5330
C -2.3221 1.1648 -2.6013
C -1.9521 2.4466 -1.9035
C -2.9556 3.2285 -1.3352
C -2.6461 4.4473 -0.7490
C -1.3323 4.8965 -0.7278
C -0.3275 4.1225 -1.2917
C -0.6384 2.9043 -1.8788
C -0.0846 -1.4048 -3.9249
C 0.1198 -2.1699 -5.0595
C 0.9851 -3.2545 -4.9632
C 1.6071 -3.5645 -3.7572
C 1.3607 -2.7376 -2.6773
N 0.5601 -1.6772 -2.7920
C 1.8438 -2.8707 -1.2873
N 1.5062 -1.9885 -0.4164
C 2.1760 -2.3114 0.8582
C 2.7849 -3.7007 0.5508
O 2.6112 -3.8620 -0.9011
C 1.2123 -2.1826 2.0140
C 1.6623 -1.7059 3.2342
C 0.7792 -1.5388 4.3008
C -0.5643 -1.8339 4.1478
C -1.0304 -2.3137 2.9276
C -0.1412 -2.4992 1.8644
H -3.5677 1.1100 -4.4396
H -2.1934 2.2438 -4.5301
H -3.2007 0.7397 -2.1096
H -3.9831 2.8823 -1.3507
H -3.4325 5.0497 -0.3145
H -1.0955 5.8564 -0.2889
H 0.6946 4.4802 -1.2966
H 0.1399 2.3247 -2.3593
H -0.3985 -1.9381 -5.9796
H 1.1529 -3.8824 -5.8275
H 2.2444 -4.4317 -3.6542
H 2.9793 -1.5877 1.0187
H 2.2649 -4.5233 1.0376
H 3.8492 -3.7583 0.7515
H 2.7095 -1.4565 3.3630
H 1.1504 -1.1790 5.2516
H -1.2479 -1.7085 4.9766
H -2.0746 -2.5757 2.8070
H -0.5033 -2.9069 0.9290
C 3.2928 3.6526 3.9067
C 2.2645 2.8228 3.2114
C 2.4846 2.3442 1.9087
C 1.5611 1.5820 1.2569
C 1.8651 1.1410 -0.1548
C 0.3346 1.2574 1.9145
Te -1.1529 0.1986 1.0026
C 0.0921 1.7566 3.2354
C -1.1728 1.5245 4.0323
C 1.0623 2.5129 3.8396
H 4.1527 3.8492 3.2701
H 3.6396 3.1472 4.8103
H 2.8652 4.6066 4.2192
H 3.4081 2.6025 1.4036
H 2.7992 1.5682 -0.5137
H 1.0714 1.4592 -0.8355
H 1.9498 0.0575 -0.2092
H -1.8823 0.8435 3.5738
H -1.6784 2.4771 4.1949
H -0.9171 1.1298 5.0142
H 0.8761 2.8876 4.8405
Cl -3.5606 -3.0510 -3.2030
C -3.3549 -3.4187 -1.4654
C -2.5313 -2.2944 -0.8759
O -3.0345 -1.4130 -0.1912
O -1.2826 -2.3473 -1.2214
H -2.8460 -4.3745 -1.3882
H -4.3366 -3.4535 -1.0076
```

Gap between HOMO and LUMO (alpha / beta)   6.060 / 6.060 eV
E_LUMO (alpha / beta)   -7.96 / -7.96 eV
Net charge   +2
Electronic energy   -2602.687979 Ha
Highest occupied orbital energy (alpha / beta)   -14.02 / -14.02 eV

# 6
A cluster of 6 separate species, C34H32F6NO2S in total. Source: the Open Molecules 2025 dataset; level of theory: ωB97M-V/def2-TZVPD.

XYZ file:
```
76
C34H32F6NO2S | the Open Molecules 2025 dataset | ωB97M-V/def2-TZVPD
O -2.5799 1.6972 -1.5886
S -1.8900 1.4970 -2.7961
O -0.6523 2.0714 -3.1426
F -2.8771 1.7278 -3.9756
C -1.7563 -0.2808 -3.0215
N -1.3751 -0.8092 -4.1216
C -1.4073 -2.3099 -4.0390
C -2.4581 -2.4630 -2.9408
C -2.0837 -1.2903 -1.9994
H -1.0880 -0.2822 -4.9404
H -0.4173 -2.6792 -3.7718
H -1.7438 -2.7017 -4.9946
H -3.4406 -2.2532 -3.3712
H -2.5345 -3.4360 -2.4671
H -2.8213 -0.9836 -1.2636
H -1.1662 -1.5561 -1.4566
F -4.5622 -4.1142 -1.6805
C -4.6866 -4.8615 -0.5455
C -4.6062 -6.2329 -0.6482
C -4.7254 -6.9827 0.5137
C -4.9240 -6.3558 1.7359
C -5.0042 -4.9717 1.8021
C -4.8843 -4.2064 0.6504
H -4.4595 -6.6989 -1.6131
H -4.6647 -8.0611 0.4605
H -5.0201 -6.9465 2.6362
H -5.1669 -4.4821 2.7525
H -4.9533 -3.1274 0.6742
F -0.6466 -1.0383 0.4899
C 0.3251 -0.1740 0.9238
C -0.0115 1.1521 1.0864
C 0.9770 2.0260 1.5203
C 2.2604 1.5624 1.7745
C 2.5634 0.2189 1.5953
C 1.5871 -0.6697 1.1658
H -1.0214 1.4874 0.8877
H 0.7391 3.0713 1.6636
H 3.0275 2.2403 2.1143
H 3.5656 -0.1395 1.7910
H 1.7953 -1.7226 1.0302
F 4.9518 3.1326 1.4989
C 5.2665 3.9651 0.4750
C 5.8256 5.1912 0.7658
C 6.1449 6.0337 -0.2893
C 5.9007 5.6428 -1.5986
C 5.3358 4.4017 -1.8573
C 5.0131 3.5459 -0.8136
H 6.0052 5.4738 1.7941
H 6.5890 6.9984 -0.0852
H 6.1535 6.3039 -2.4160
H 5.1470 4.0945 -2.8771
H 4.5802 2.5699 -0.9870
F -6.2887 -1.5816 -1.0074
C -6.6796 -0.3034 -1.2162
C -8.0252 -0.0115 -1.2836
C -8.3996 1.3076 -1.4987
C -7.4398 2.3010 -1.6437
C -6.0924 1.9769 -1.5721
C -5.7052 0.6623 -1.3554
H -8.7560 -0.8002 -1.1696
H -9.4499 1.5598 -1.5504
H -7.7427 3.3257 -1.8082
H -5.3398 2.7471 -1.6786
H -4.6640 0.3844 -1.2780
F 6.5224 0.0541 1.7405
C 7.0399 0.2033 2.9836
C 7.7922 -0.8225 3.5168
C 8.3093 -0.6642 4.7948
C 8.0652 0.4983 5.5130
C 7.3026 1.5121 4.9497
C 6.7857 1.3730 3.6692
H 7.9650 -1.7213 2.9407
H 8.9055 -1.4548 5.2300
H 8.4693 0.6133 6.5094
H 7.1088 2.4186 5.5073
H 6.1917 2.1474 3.2067
```

Gap between HOMO and LUMO   5.390 eV
E_LUMO   -5.18 eV
Net charge   +1
Electronic energy   -2517.124778 Ha
Highest occupied orbital energy   -10.57 eV

> The highest electronic energy belongs to which entry?

C34H32F6NO2S